1.
{"formula": "C4H8N2O2", "method": "ωB97M-V with the def2-TZVPD basis set", "species": ["C", "C", "C", "O", "O", "H", "H", "H", "H", "H", "H", "N", "C", "N", "H", "H"], "coordinates": [[-0.8161, 0.5009, 0.8695], [0.1345, 0.8634, 1.9890], [-0.4031, -0.7719, -0.5017], [0.5306, -1.6167, 0.1176], [-1.4717, -1.1694, -1.0139], [0.1083, -1.9741, 0.9134], [-1.5138, -0.2828, 1.1938], [-1.4707, 1.3046, 0.5441], [0.8695, 0.0693, 2.1394], [-0.4189, 0.9955, 2.9243], [0.6718, 1.7885, 1.7823], [0.9673, -0.2736, -2.5996], [0.4710, 0.1216, -1.4230], [0.4346, 1.1462, -0.7138], [1.3352, 0.4168, -3.2354], [0.5714, -1.1182, -2.9860]], "lowdin_charge": [-0.14, -0.13, -0.64, 0.06, 0.01, 0.12, 0.11, 0.10, 0.07, 0.07, 0.06, 0.19, -0.41, 0.31, 0.11, 0.12], "multiplicity": 1, "homo_lumo_gap_ev": [7.4, 7.4], "energy_ha": -417.0394, "molar_mass_g_mol": 116.12}

=====

2.
{"formula": "C30H42CrN2O2P2", "method": "ωB97M-V with the def2-TZVPD basis set", "species": ["P", "P", "C", "C", "H", "H", "H", "H", "C", "H", "H", "H", "C", "H", "H", "H", "C", "H", "H", "H", "C", "H", "H", "H", "Cr", "C", "C", "C", "C", "C", "C", "C", "C", "C", "H", "H", "H", "H", "H", "H", "H", "H", "H", "H", "H", "H", "H", "H", "H", "O", "C", "N", "C", "C", "O", "N", "C", "C", "C", "C", "C", "C", "C", "C", "C", "C", "C", "C", "H", "H", "H", "H", "H", "H", "H", "H", "H", "H", "H"], "coordinates": [[-3.3110, 1.1315, -2.4047], [-3.5265, -2.1938, -0.5356], [-4.3805, -0.3691, -2.5809], [-4.8465, -1.1119, -1.3092], [-3.8169, -1.0318, -3.2627], [-5.2569, -0.0283, -3.1553], [-5.3198, -0.4433, -0.5755], [-5.5721, -1.8672, -1.6298], [-3.6756, -3.4322, -1.9019], [-3.0142, -4.3046, -1.8079], [-3.5332, -2.9807, -2.8949], [-4.7263, -3.7824, -1.8429], [-4.1854, -3.3355, 0.8042], [-4.9061, -3.9530, 0.2561], [-4.7088, -2.8582, 1.6435], [-3.4339, -4.0060, 1.2587], [-3.9712, 2.2858, -3.7507], [-3.6588, 3.3268, -3.5251], [-5.0773, 2.2526, -3.7632], [-3.6238, 2.0516, -4.7712], [-3.9119, 2.1237, -1.0188], [-4.3693, 1.4685, -0.2665], [-4.6623, 2.8363, -1.4059], [-3.0541, 2.6604, -0.5868], [-2.6421, -0.8670, 0.9658], [-1.1834, -1.9583, -3.7008], [-1.4237, -1.8422, -5.0084], [-0.6562, -0.9785, -5.9673], [-0.1467, 0.3402, -5.3811], [-1.2010, 1.1165, -4.7364], [-1.2772, 1.2295, -3.3724], [-0.7630, 0.1718, -2.3104], [-0.2808, -1.2130, -2.7481], [-2.4962, 1.0774, 1.7733], [-1.7257, -2.7473, -3.1367], [-2.1749, -2.5211, -5.4643], [-1.3657, -0.7858, -6.7767], [0.2069, -1.4930, -6.4134], [0.5987, 0.1701, -4.5976], [0.3202, 0.8892, -6.2084], [-1.8151, 1.7695, -5.3490], [-1.1576, 2.2604, -2.9973], [-1.5900, -0.0580, -1.5823], [-0.0218, 0.6023, -1.6193], [0.7752, -1.2434, -3.0415], [-0.2907, -1.8255, -1.8183], [-2.2456, 0.8942, 2.8357], [-3.3844, 1.7344, 1.7191], [-1.5999, 1.5124, 1.2732], [-1.2970, -3.7480, 2.0639], [-0.4565, -2.8755, 1.9064], [0.9359, -3.0140, 2.0103], [1.5698, -1.7224, 2.1504], [0.4678, -0.8761, 1.4702], [0.6252, 0.1928, 0.8636], [-0.7158, -1.5577, 1.5194], [1.7950, -1.4007, 3.6356], [1.6301, -0.1154, 4.1400], [1.9750, 0.1714, 5.4675], [2.5026, -0.8242, 6.2855], [2.6632, -2.1177, 5.7883], [2.3179, -2.3960, 4.4650], [2.9249, -1.7448, 1.4402], [4.0827, -1.1459, 1.9587], [5.3383, -1.4762, 1.4318], [5.4319, -2.3195, 0.3228], [4.2662, -2.8185, -0.2692], [3.0199, -2.5151, 0.2858], [1.2530, -3.8318, 2.5280], [1.2478, 0.6710, 3.4934], [1.8415, 1.1819, 5.8500], [2.7949, -0.6041, 7.3096], [3.0711, -2.9120, 6.4120], [2.4765, -3.3997, 4.0789], [4.0163, -0.4434, 2.7901], [6.2398, -1.0694, 1.8939], [6.4054, -2.5669, -0.0993], [4.3041, -3.4497, -1.1560], [2.1083, -2.9137, -0.1590]], "lowdin_spin": [0.00, 0.08, 0.00, 0.00, 0.00, 0.00, 0.00, 0.00, 0.02, 0.00, 0.00, 0.00, 0.04, 0.01, 0.01, 0.00, 0.00, 0.00, 0.00, 0.00, 0.00, 0.00, 0.00, 0.00, 3.79, 0.00, 0.00, 0.00, 0.00, 0.01, 0.00, 0.01, 0.00, -0.02, 0.00, 0.00, 0.00, 0.00, 0.00, 0.00, 0.00, 0.00, 0.01, 0.00, 0.00, 0.00, 0.01, -0.01, 0.00, 0.01, 0.01, 0.00, 0.00, 0.01, 0.01, 0.00, 0.00, 0.00, 0.00, 0.00, 0.00, 0.00, 0.00, 0.00, 0.00, 0.00, 0.00, 0.00, 0.00, 0.00, 0.00, 0.00, 0.00, 0.00, 0.00, 0.00, 0.00, 0.00, 0.00], "multiplicity": 5, "homo_lumo_gap_ev": [5.7, 6.0], "energy_ha": -3155.3085, "s_squared": 6.04, "molar_mass_g_mol": 576.62}

=====

3.
{"formula": "C5H16N3", "method": "ωB97M-V with the def2-TZVPD basis set", "species": ["C", "C", "C", "C", "C", "N", "N", "N", "H", "H", "H", "H", "H", "H", "H", "H", "H", "H", "H", "H", "H", "H", "H", "H"], "coordinates": [[-0.7487, -1.7217, 0.8266], [-1.0645, 0.9199, 1.3822], [-1.3039, 1.3395, -1.0686], [1.8974, -0.5340, 0.1881], [-0.2945, -0.7299, -0.2429], [2.1011, 0.8641, -0.0853], [-0.3159, -1.3091, -1.5287], [-0.6748, 0.5676, 0.0226], [0.0305, -1.8652, 1.6069], [-0.8653, -2.7495, 0.5318], [-1.6905, -1.5273, 1.2985], [-2.1849, 0.6672, 1.6091], [-0.4862, 0.2958, 2.0100], [-0.8832, 2.0196, 1.5218], [-1.1760, 2.3747, -0.8665], [-0.9500, 1.1820, -2.1110], [-2.3456, 1.1223, -1.1019], [1.7922, -0.7598, 1.2156], [2.5677, -1.2994, -0.3057], [2.3830, 1.1038, -1.1620], [2.8417, 1.3960, 0.4730], [0.4969, -1.9676, -1.7090], [-0.3667, -0.7902, -2.4047], [1.2402, 1.4015, -0.1000]], "lowdin_charge": [-0.03, -0.05, -0.03, -0.12, -0.39, 0.05, 0.09, -0.24, 0.09, 0.08, 0.08, 0.14, 0.06, 0.11, 0.08, 0.10, 0.09, 0.04, 0.10, 0.24, 0.19, 0.13, 0.08, 0.10], "multiplicity": 1, "homo_lumo_gap_ev": 8.3, "energy_ha": -364.0143, "charge": 1, "molar_mass_g_mol": 118.20}